1.
This record from the Open Molecules 2025 dataset describes a structure of composition C31H30N5O7SSb2Se2Sn. The level of theory is wB97M-V/def2-TZVPD.

Calculated values
Orbital gap in eV: 6.982
Highest occupied orbital energy in eV: -10.4
Spin multiplicity: 1
Energy above the lowest of the compared OMol25 structures with the same formula, charge and spin in kJ/mol: 149.2
Charge: +1
Lowest unoccupied orbital energy in eV: -3.43
DFT total energy in Ha: -7895.318063

Last column: Löwdin charge in e.
Atoms and positions in Å:
Sn 0.2929 0.3127 -0.8768  1.2641
Se -3.4648 7.2095 -0.9515  1.1740
N -2.8962 6.1331 0.3507  -0.2109
C -2.3690 5.0867 -0.2237  -0.3290
C -1.7709 3.9824 0.5171  -0.0612
C -1.6666 3.9577 1.9089  0.0563
C -1.0501 2.8878 2.5207  0.0069
C -0.5365 1.8657 1.7330  -0.0779
N -0.6375 1.8896 0.4105  -0.0351
C -1.2414 2.9200 -0.2023  -0.1526
C -1.2805 2.8913 -1.6662  -0.1344
N -0.7460 1.8173 -2.2653  -0.0120
C -0.6949 1.7598 -3.5884  -0.0826
C -1.2065 2.7732 -4.3893  0.0005
C -1.7775 3.8751 -3.7881  0.0468
C -1.8194 3.9458 -2.3952  -0.0585
C -2.3854 5.0729 -1.6633  -0.3301
N -2.9260 6.1080 -2.2455  -0.2110
H -2.0631 4.7856 2.4815  0.1307
H -0.9403 2.8333 3.5934  0.1033
H -0.0156 1.0243 2.1784  0.1083
H -0.2329 0.8814 -4.0243  0.1290
H -1.1421 2.6857 -5.4640  0.1208
H -2.1838 4.6904 -4.3716  0.1296
C 4.8487 0.0123 -1.7778  -0.3268
Sb 3.5934 -0.5236 -0.1520  1.3799
C 5.0299 0.0064 1.3267  -0.3165
C 2.3593 -2.2148 3.2563  0.0755
C 1.5311 -1.4451 3.9744  -0.2605
C 1.9329 -0.0946 4.3667  -0.0429
C 1.0444 0.7936 4.8311  -0.0824
C -0.3551 0.4261 4.9817  -0.0932
C -0.7780 -0.8203 4.7295  -0.0585
C 0.1609 -1.8754 4.3494  -0.3076
C -0.2190 -3.1635 4.4197  0.0285
Sb -0.9063 -2.6329 1.2688  1.4174
C -0.8503 -4.7652 1.3817  -0.2823
C -2.9106 -2.4737 2.0066  -0.3290
H 5.7663 -0.5579 -1.6099  0.0188
H 5.0795 1.0743 -1.7754  0.0000
H 4.3918 -0.2801 -2.7191  0.0087
H 5.7683 -0.7887 1.4400  0.0152
H 4.5348 0.1770 2.2800  -0.0163
H 5.5247 0.9207 1.0022  0.0187
H 3.3665 -1.8836 3.0388  0.0560
H 2.0677 -3.1850 2.8749  0.0653
H 2.9722 0.1788 4.2334  0.1103
H 1.3580 1.7951 5.0950  0.1105
H -1.0561 1.1692 5.3423  0.1053
H -1.8132 -1.0978 4.8877  0.1138
H -1.2364 -3.4095 4.6973  0.0754
H 0.4719 -3.9825 4.2769  0.0718
H -0.3334 -5.0899 2.2818  -0.0022
H -0.3125 -5.1309 0.5117  0.0023
H -1.8673 -5.1530 1.3888  0.0176
H -3.5553 -3.1913 1.5009  0.0135
H -3.3100 -1.4666 1.9033  0.0025
H -2.8818 -2.7293 3.0657  -0.0067
O 0.4490 -3.5001 -1.1315  -0.0144
C -0.5589 -3.0377 -1.6380  -0.5923
N -1.6198 -2.6813 -0.8289  -0.3440
S -2.8018 -1.5903 -1.1996  0.9041
O -2.3475 -0.2883 -0.6899  -0.5451
O -2.6181 -1.4246 -2.8250  -0.2354
C -1.7634 -2.1538 -3.6256  -0.2557
C -1.9497 -2.0431 -4.9944  0.0014
C -1.0750 -2.7056 -5.8383  -0.0501
C -0.0268 -3.4680 -5.3273  -0.0574
C 0.1433 -3.5663 -3.9613  0.0076
C -0.7278 -2.9058 -3.0941  -0.0994
H -2.7698 -1.4485 -5.3724  0.1269
H -1.2147 -2.6296 -6.9085  0.1147
H 0.6454 -3.9844 -5.9978  0.1118
H 0.9442 -4.1531 -3.5330  0.1268
O 1.4952 3.6141 -0.4025  -0.3890
Se 2.5742 2.4714 -0.6901  0.7895
O 2.4283 1.1773 0.4927  -0.7410
O 2.0211 1.4567 -1.9208  -0.6154
O 4.1095 2.8736 -0.7716  -0.4006

---

2.
This record from the Open Molecules 2025 dataset describes a structure of composition C31H30N6O3Sr at a distorted geometry. The level of theory is wB97M-V/def2-TZVPD.

Calculated values
Orbital gap in eV: 7.662
Highest occupied orbital energy in eV: -7.6
Spin multiplicity: 1
Energy above the lowest of the compared OMol25 structures with the same formula, charge and spin in kJ/mol: 106.9
Lowest unoccupied orbital energy in eV: 0.06
DFT total energy in Ha: -1784.381981

Last column: Löwdin charge in e.
Atoms and positions in Å:
Sr -0.3124 0.1472 -0.0592  1.5642
C 3.9326 0.2350 1.9038  -0.0308
C 2.7753 0.1449 0.9575  -0.2901
N 1.6083 -0.2723 1.2832  -0.0962
N 1.3491 -0.7015 2.5635  0.0616
C 0.0347 -0.7056 2.8114  -0.4949
O -0.8832 -0.2572 2.0598  -0.2304
C -0.3579 -1.2680 4.1419  -0.1523
C -1.7062 -1.4972 4.3943  -0.0252
C -2.1113 -2.0210 5.6133  -0.0826
C -1.1708 -2.3074 6.5927  -0.0960
C 0.1769 -2.0762 6.3466  -0.0877
C 0.5837 -1.5626 5.1252  -0.0357
C 2.9218 0.6269 -0.4540  -0.2137
C 4.1034 1.2021 -0.9083  -0.0111
C 4.1699 1.6722 -2.2104  -0.0559
C 3.0646 1.5560 -3.0348  -0.0507
C 1.9241 0.9672 -2.5074  -0.1167
N 1.8517 0.5192 -1.2606  0.0090
H 3.6425 -0.1898 2.8604  0.0622
H 4.2299 1.2765 2.0537  0.0855
H 4.8019 -0.3033 1.5198  0.0841
H -2.4253 -1.2525 3.6240  0.1142
H -3.1622 -2.2007 5.8009  0.1001
H -1.4870 -2.7054 7.5487  0.0982
H 0.9124 -2.2970 7.1097  0.0984
H 1.6291 -1.3848 4.9165  0.0999
H 4.9578 1.2852 -0.2515  0.1055
H 5.0817 2.1272 -2.5760  0.1091
H 3.0783 1.9103 -4.0557  0.1054
H 1.0261 0.8528 -3.1075  0.1167
C -1.5244 4.0327 -2.4648  -0.0313
C -1.0031 3.0610 -1.4524  -0.2808
N -1.2739 1.8101 -1.4486  -0.1146
N -2.0029 1.2296 -2.4527  0.0578
C -2.3476 -0.0304 -2.1290  -0.4788
O -2.2120 -0.5891 -1.0063  -0.2112
C -2.9144 -0.8220 -3.2671  -0.1452
C -2.9286 -2.2086 -3.1667  -0.0253
C -3.4059 -2.9837 -4.2133  -0.0850
C -3.8892 -2.3743 -5.3628  -0.0976
C -3.8916 -0.9886 -5.4610  -0.0871
C -3.4011 -0.2144 -4.4208  -0.0345
C -0.1718 3.5294 -0.3005  -0.2072
C 0.1019 4.8799 -0.1147  -0.0136
C 0.8080 5.2803 1.0084  -0.0576
C 1.2204 4.3269 1.9219  -0.0528
C 0.9227 2.9981 1.6540  -0.1166
N 0.2605 2.6008 0.5742  0.0442
H -2.0744 3.4856 -3.2253  0.0620
H -0.7131 4.5895 -2.9399  0.0823
H -2.1939 4.7584 -1.9971  0.0872
H -2.5621 -2.6610 -2.2544  0.1078
H -3.4067 -4.0634 -4.1313  0.0983
H -4.2668 -2.9770 -6.1791  0.0975
H -4.2759 -0.5109 -6.3533  0.0984
H -3.3867 0.8641 -4.4893  0.1016
H -0.2414 5.6070 -0.8367  0.1051
H 1.0217 6.3288 1.1715  0.1089
H 1.7577 4.5960 2.8202  0.1045
H 1.2304 2.2129 2.3374  0.1098
C -0.6275 -3.4057 0.8495  0.0064
C 0.2649 -3.1868 -0.3384  -0.4614
C 1.0793 -4.3492 -0.8433  -0.0025
O 0.3736 -2.0986 -0.8690  -0.0495
H -1.1215 -4.3751 0.7917  0.0900
H -1.3620 -2.6081 0.9413  0.0790
H -0.0002 -3.4084 1.7474  0.1033
H 0.6918 -5.3097 -0.5112  0.0783
H 2.0961 -4.2346 -0.4598  0.0960
H 1.1305 -4.3113 -1.9300  0.0900

---

3.
This record from the Open Molecules 2025 dataset describes a structure of composition C31H31BrN3O3PdS2. The level of theory is wB97M-V/def2-TZVPD.

Calculated values
Orbital gap (alpha / beta) in eV: 7.594 / 3.885
Highest occupied orbital energy (alpha / beta) in eV: -16.4 / -16.5
Spin multiplicity: 5
Energy above the lowest of the compared OMol25 structures with the same formula, charge and spin in kJ/mol: 34.4
Charge: +3
Lowest unoccupied orbital energy (alpha / beta) in eV: -8.78 / -12.63
DFT total energy in Ha: -5087.115383

Last column: Löwdin charge in e.
Atoms and positions in Å:
Pd 0.8814 0.3021 1.1483  1.0624
C 6.3445 -1.3024 0.1565  0.0169
C 5.3584 -0.9708 1.1971  -0.1246
C 5.5615 -1.2403 2.5621  0.0581
C 4.5888 -0.9001 3.4620  0.0065
C 3.3996 -0.2865 2.9722  -0.6852
Br 2.0859 0.1603 4.1602  1.0571
N 3.1787 -0.0076 1.6737  -0.0092
C 4.1112 -0.3429 0.8191  0.0201
H 7.2584 -1.7200 0.5687  0.1089
H 6.5818 -0.4124 -0.4380  0.1270
H 5.9089 -2.0199 -0.5511  0.1310
H 6.4793 -1.7099 2.8924  0.1526
H 4.7013 -1.0814 4.5224  0.1362
H 3.9125 -0.1328 -0.2265  0.1476
O 1.1138 0.2714 -0.9629  -0.0667
C 0.9096 1.1622 -1.8377  -0.2984
C 0.9835 0.7365 -3.2150  0.0387
C 0.7992 1.6113 -4.2361  -0.0162
C 0.5361 2.9687 -3.9462  0.0175
C 0.4512 3.4149 -2.6338  -0.0020
C 0.6198 2.5633 -1.5534  -0.0392
C 0.5241 3.0769 -0.1964  -0.2521
N 0.7088 2.4175 0.9449  0.0001
C 0.5150 3.3019 1.9694  -0.0909
C 0.2152 4.5261 1.4498  -0.0158
N 0.2268 4.3668 0.0980  0.1508
H 1.1931 -0.3120 -3.3807  0.1342
H 0.8602 1.2814 -5.2643  0.1327
H 0.4029 3.6743 -4.7554  0.1350
H 0.2511 4.4656 -2.4765  0.1230
H 0.5957 3.0151 3.0033  0.1067
H 0.0055 5.4686 1.9252  0.1412
H 0.0426 5.1045 -0.5622  0.1665
O -1.2451 0.2123 1.5306  -0.6474
S -2.6738 0.7661 1.5109  1.0683
C -3.7006 -0.6704 1.1619  -0.2948
C -3.6748 -1.7512 2.2545  -0.1956
C -2.6540 -2.8850 2.0588  -0.1927
C -1.2599 -2.5598 2.6053  -0.2916
S 0.2219 -3.0985 1.6849  1.0842
O 1.1148 -1.8355 1.6311  -0.6525
C -0.3557 -3.4104 0.0460  -0.4154
C -0.3366 -4.7272 -0.3869  -0.0583
C -0.7989 -5.0229 -1.6653  -0.0337
C -1.2566 -4.0075 -2.4871  -0.0352
C -1.2597 -2.6850 -2.0441  -0.0569
C -0.8124 -2.3800 -0.7728  -0.1059
C -2.8580 1.6753 0.0013  -0.3956
C -3.3519 2.9684 0.0934  -0.0688
C -3.5185 3.7132 -1.0700  -0.0445
C -3.1869 3.1612 -2.2974  -0.0443
C -2.6789 1.8654 -2.3772  -0.0588
C -2.5109 1.1158 -1.2276  -0.0744
H -3.4094 -1.0601 0.1849  0.0930
H -4.7003 -0.2358 1.0716  0.1161
H -4.6663 -2.2047 2.2446  0.1277
H -3.5728 -1.2976 3.2445  0.1246
H -2.6167 -3.1365 0.9983  0.1014
H -3.0320 -3.7719 2.5652  0.1264
H -1.1173 -2.9930 3.5959  0.1000
H -1.0985 -1.4889 2.6758  0.0430
H 0.0287 -5.5145 0.2609  0.1207
H -0.7951 -6.0462 -2.0144  0.1255
H -1.6155 -4.2421 -3.4803  0.1227
H -1.6275 -1.9042 -2.6990  0.1078
H -0.8217 -1.3659 -0.3967  0.0617
H -3.6242 3.3814 1.0572  0.1192
H -3.9291 4.7124 -1.0143  0.1228
H -3.3434 3.7321 -3.2035  0.1229
H -2.4410 1.4360 -3.3423  0.1186
H -2.1277 0.1047 -1.2881  0.0890